A structure of composition C14H22I2NO5P2Ru at a distorted geometry. Source: the OMol25 dataset; level of theory: wB97M-V/def2-TZVPD.

Geometry as XYZ:
```
47
Properties=species:S:1:pos:R:3:forces:R:3
I 1.194906 -3.549611 0.262478 -0.3731 0.8058 -0.4191
I -0.056916 0.304491 -3.105924 0.0855 0.6310 0.9166
Ru 0.505582 -1.453655 -1.193622 0.1682 -1.2369 0.3622
P 2.609397 -0.626718 -0.755034 2.0822 2.0575 0.6699
C 2.777065 0.342873 0.776498 -0.3129 -0.0044 0.1079
C 3.994074 -1.814129 -0.673481 -0.2867 -0.3027 -0.1574
H 4.946732 -1.265777 -0.691345 -0.3287 -0.1342 0.0362
H 4.268220 0.784700 -1.808807 -0.2708 -0.0580 -0.0308
H 3.945535 -2.485748 -1.537700 0.1678 0.0320 0.1523
H 3.107221 0.115736 -3.002627 0.1605 0.1778 0.0952
H 2.361731 -0.218089 1.621785 0.1571 0.1055 -0.0581
H 3.921433 -2.409613 0.244911 0.1213 0.1035 -0.1564
C 3.212900 0.553798 -2.004876 -0.1932 -0.0887 -0.0898
H 3.828914 0.585489 0.971284 -0.1965 -0.1213 -0.0971
H 2.605156 1.464270 -1.932849 0.1679 -0.1569 -0.0545
H 2.198237 1.269131 0.627675 0.2262 -0.3464 0.0868
P -1.348640 -2.519072 -2.076121 -2.6224 -1.2781 -0.6462
C -2.844472 -2.260900 -1.058209 0.1492 0.0556 0.0746
C -2.001771 -2.216397 -3.776071 0.3856 0.2960 0.2458
H -0.219245 -4.575666 -2.639085 -0.1936 -0.1428 0.0461
H -1.999797 -4.785283 -2.688962 0.2556 0.1151 0.2289
H -1.124244 -4.736795 -1.111359 -0.0800 -0.0099 -0.2296
C -1.162168 -4.340776 -2.133051 0.1932 0.1411 -0.0142
H -1.173287 -2.253614 -4.488692 -0.1557 -0.0772 -0.0938
H -2.742977 -2.983391 -4.038518 0.2234 0.1914 0.1899
H -3.688866 -2.822543 -1.484456 0.2593 0.1808 0.1296
H -3.081863 -1.187753 -1.038300 -0.0165 -0.2886 0.0048
H -2.462132 -1.223833 -3.824713 -0.0159 -0.2537 -0.0425
H -2.646704 -2.606424 -0.034589 -0.1394 0.0900 -0.2219
C -0.362984 -0.649948 0.214290 -1.5716 1.1180 2.0579
O -0.959577 -0.216686 1.120124 1.9383 -1.3455 -2.7376
O -1.377824 2.367352 -0.994559 1.0927 -0.3150 0.1782
C -0.389617 2.490809 -0.232219 0.1301 0.1374 0.1749
O 0.853124 2.431869 -0.444412 -1.3658 -0.3836 -0.1282
C -0.769679 2.713415 1.250136 0.4577 0.0507 -0.7304
C 0.220179 3.076639 2.193094 0.3960 0.3745 1.7732
C -0.100779 3.264486 3.535250 1.3523 -0.1042 -1.4274
C -1.443469 3.151468 3.942329 -0.3390 0.9120 0.3673
C -2.436756 2.721726 3.032919 -0.2358 -0.2596 -0.9696
C -2.094614 2.511793 1.705024 -1.3246 -0.1283 1.4422
N -1.790960 3.673133 5.220961 1.2844 -1.9726 -4.2702
O -0.870191 4.120894 5.948523 1.6994 1.1592 2.2247
O -2.989002 3.682289 5.576092 -2.9571 0.1888 1.4089
H 1.254821 3.208431 1.874382 -0.3877 0.0235 -0.0606
H 0.660434 3.566742 4.250321 -0.1990 -0.0918 -0.1883
H -3.456332 2.615598 3.385776 0.1038 -0.0204 -0.1291
H -2.870795 2.185290 1.015726 0.3087 0.1736 -0.0216
```
Forces are in eV/Å.

The calculation puts the energy at -2349.8019 Eh. The value obtained for the highest occupied orbital energy (spin up / spin down) is -13.961 / -14.897 eV. The value obtained for the orbital gap (spin up / spin down) is 6.02 / 4.88 eV. The spin multiplicity is 6. As for the net charge: +2.

***

A cluster of 2 separate species, C17H27BrF2N2O7PS in total at a distorted geometry. Source: the OMol25 dataset; level of theory: wB97M-V/def2-TZVPD.

Geometry as XYZ:
```
58
Properties=species:S:1:pos:R:3:forces:R:3
C 3.633118 3.958824 -0.937695 -0.0918 -0.1687 0.1600
C 2.429401 2.871868 -1.067850 0.1738 0.5546 1.1181
S 2.282289 2.400405 -2.859210 -0.0334 -0.0455 0.6462
C 1.004886 1.058675 -3.028705 -1.3647 -1.5149 0.4694
C 0.431945 0.503181 -1.646369 -0.9300 -1.1559 2.4933
C -0.957823 0.987042 -1.045781 2.7764 -2.0290 0.8748
F -1.582336 1.951851 -1.870517 1.0826 -2.4645 2.7127
C -1.464815 0.424394 0.299347 0.6449 1.5618 -2.6189
C -2.884221 0.902188 0.850645 -0.2947 -0.6192 0.3322
C -3.926098 1.514634 -0.192979 -0.3497 -1.3857 -1.4902
C -5.448159 1.076804 0.211995 0.6953 0.4560 -0.5422
C -6.512318 1.999316 -0.575084 -0.3858 -1.1580 0.8012
O -6.954366 3.093190 0.269896 0.4953 -0.8950 -0.2274
N -0.654842 -0.547047 1.088495 1.0322 0.3450 -3.7901
P -1.093752 -1.175289 2.671623 2.8401 -0.8761 6.4845
O 0.087722 -0.798013 3.616340 -3.2093 -1.1084 -3.4569
O -2.441013 -0.582190 3.462533 1.6503 -0.1651 -2.4397
O -1.305191 -2.880349 2.562879 -0.4505 3.6702 0.2223
C 0.632599 -1.069164 0.569628 1.1956 1.3237 -2.8222
C 1.553561 -2.161301 1.278963 -0.5608 -1.4674 0.7682
Br 3.345061 -1.412241 1.851755 -1.5449 -0.1723 -0.4885
C 1.727718 -3.534117 0.377036 0.2138 0.0689 0.0655
C 3.260688 -3.947756 0.132076 -0.4116 -0.8366 -0.6463
C 1.206421 -0.558813 -0.813579 -3.3748 1.4456 0.7437
C 2.590828 -1.001573 -1.473714 4.6939 0.8580 0.1708
O 3.710304 -0.457619 -1.220271 -5.5358 -1.5705 -0.5476
N 2.634740 -2.047921 -2.537535 0.8768 0.4548 1.3151
C 3.952896 -2.118252 -3.176371 2.4487 1.9916 -2.7155
O 4.421137 -1.277911 -3.958569 -2.3942 -3.9064 3.7713
F 4.719733 -3.308695 -2.891985 -2.3992 2.5245 -0.2975
H 3.847761 4.117921 0.188055 -0.3420 -0.3675 -1.8788
H 3.340048 4.977727 -1.370529 0.3387 -1.5790 0.4955
H 4.598429 3.592793 -1.457776 -1.6522 0.5137 0.8873
H 2.689070 1.967428 -0.409441 -0.3761 1.2581 -1.0880
H 1.450936 3.356508 -0.698967 1.4956 -0.7851 -0.5585
H 0.129236 1.417240 -3.674759 1.2192 -0.3561 1.1530
H 1.474336 0.167392 -3.600748 -0.5825 1.4089 1.0990
H -2.771306 1.665331 1.717229 0.0533 -1.4828 -1.2611
H -3.404937 -0.070798 1.218594 0.9585 1.7446 -0.2800
H -3.738811 0.986542 -1.210585 -0.2661 0.9725 1.5896
H -3.826538 2.633313 -0.405967 -0.1179 -1.5671 0.7232
H -5.528990 1.197773 1.346719 -0.2896 -0.1494 -1.5178
H -5.662308 -0.028364 -0.069412 0.6835 1.7757 0.5533
H -6.055798 2.385867 -1.554662 -0.7947 -0.3010 1.6086
H -7.432349 1.343561 -0.811574 1.4506 0.9588 0.0769
H -7.243267 2.699339 1.123638 0.2117 0.3946 -0.9567
H -2.221473 0.354358 3.724511 -0.1911 -1.1487 -0.0698
H -1.578504 -3.211404 3.464076 0.3182 0.5240 -0.9987
H 1.161500 -2.582344 2.266969 0.2508 1.3355 -1.4960
H 1.242109 -4.433071 0.926619 0.6316 1.7874 -0.7440
H 1.106465 -3.384151 -0.572386 1.0079 -0.3439 1.0898
H 3.893887 -3.171513 -0.413961 -0.9591 -1.0189 0.9484
H 3.759315 -4.223593 1.122015 -0.7412 0.4842 -1.4488
H 3.242504 -4.901860 -0.529976 0.0761 1.5253 1.1178
H 2.298130 -2.958002 -2.191931 0.1799 0.4944 -0.3634
O 2.558858 0.885569 3.733793 -0.1860 0.2369 0.2171
H 2.544186 0.899177 4.699011 0.0282 0.0532 -0.1502
H 1.727397 0.453138 3.494447 0.1063 -0.0840 0.1863
```
Forces are in eV/Å.

The calculation puts the energy at -4813.0027 Eh. The value obtained for the highest occupied orbital energy is -11.528 eV. The value obtained for the orbital gap is 5.90 eV. As for the net charge: +1.

***

> The highest net charge belongs to which entry?

C14H22I2NO5P2Ru

***

> Look up the net charge of the first one.

+2

***

> Which of these has the lowest energy?

C17H27BrF2N2O7PS